Entry 1:
{"formula": "C31H40IrN9O5", "method": "the ωB97M-V functional and the def2-TZVPD basis", "e_above_lowest_kcal_mol": 0.0, "charge": 0, "lumo_energy_ha": -0.003, "orbital_gap_ev": 7.5, "energy_ev": -59280.688, "symbols": ["Ir", "C", "O", "C", "C", "C", "C", "C", "C", "N", "N", "C", "O", "C", "C", "C", "C", "C", "C", "C", "O", "H", "H", "H", "H", "H", "H", "H", "H", "H", "H", "H", "H", "C", "N", "C", "C", "N", "C", "C", "C", "C", "C", "C", "N", "C", "N", "C", "C", "N", "C", "C", "N", "C", "C", "H", "H", "H", "H", "H", "H", "H", "H", "H", "H", "H", "H", "H", "H", "H", "H", "H", "H", "H", "H", "H", "H", "H", "H", "H", "H", "H", "H", "O", "N", "O"], "coordinates": [[0.90381, 0.81661, -0.41152], [5.08954, 1.98228, -0.16208], [5.66227, 0.86158, -0.83831], [4.94430, -0.23863, -1.19285], [5.70284, -1.32693, -1.58675], [5.11131, -2.49561, -2.05641], [3.74131, -2.57746, -2.13390], [2.94199, -1.50232, -1.71622], [1.51148, -1.68748, -1.81838], [0.55747, -0.97467, -1.32367], [-0.70740, -1.48872, -1.67527], [-1.39906, -1.96785, -0.65172], [-1.13826, -1.88438, 0.56570], [-2.69053, -2.63911, -1.07027], [-3.07742, -2.77325, -2.40041], [-4.29000, -3.36364, -2.72532], [-5.12342, -3.84439, -1.72290], [-4.72964, -3.73956, -0.39607], [-3.52024, -3.14005, -0.07465], [3.53118, -0.32455, -1.23294], [2.81299, 0.72029, -0.85823], [5.94364, 2.55568, 0.19320], [4.47840, 1.67556, 0.68475], [4.48486, 2.58922, -0.83090], [6.77962, -1.22863, -1.53509], [5.73049, -3.32594, -2.36747], [3.26131, -3.47362, -2.50724], [1.18421, -2.57020, -2.36075], [-2.40594, -2.43021, -3.17522], [-4.58083, -3.46057, -3.76425], [-6.06813, -4.30844, -1.97688], [-5.36637, -4.12447, 0.39077], [-3.20218, -3.03305, 0.95370], [1.32445, 2.42043, 3.58094], [1.59642, 0.99490, 3.50248], [2.05390, 0.38842, 4.73815], [1.39972, 0.25604, 2.38353], [0.40581, 0.49085, 1.52597], [-0.79322, 1.11044, 1.93189], [-1.29275, 1.14406, 3.22820], [-2.41497, 1.90692, 3.52057], [-3.03858, 2.64133, 2.52297], [-2.60438, 2.52317, 1.21046], [-1.53587, 1.69207, 0.90333], [-1.09132, 1.36806, -0.39651], [-1.96234, 1.22494, -1.39024], [-3.27791, 0.94302, -1.18860], [-3.78670, 0.14788, -0.08251], [-4.31184, 1.54863, -2.00533], [-1.57558, 1.36885, -2.67662], [-2.10720, 0.52284, -3.73073], [-0.40326, 2.12625, -3.05579], [2.23937, -0.77478, 2.17747], [3.64904, -0.70633, 2.51408], [1.81317, -2.01010, 1.53429], [0.51114, 2.62352, 4.28171], [1.07260, 2.80653, 2.59895], [2.22788, 2.92394, 3.93478], [1.35835, 0.65147, 5.53983], [3.04691, 0.74704, 5.02188], [2.08199, -0.69341, 4.64055], [-0.79621, 0.59324, 4.01581], [-2.78255, 1.94393, 4.53763], [-3.87699, 3.28354, 2.75774], [-3.11340, 3.05204, 0.41443], [-2.97745, -0.33981, 0.45291], [-4.44493, -0.62072, -0.49188], [-4.35348, 0.76881, 0.61504], [-3.87806, 2.24367, -2.71813], [-5.00306, 2.09794, -1.35820], [-4.88501, 0.79165, -2.54746], [-2.83579, -0.17158, -3.32939], [-1.28881, -0.06496, -4.15292], [-2.56399, 1.12672, -4.51925], [-0.14059, 2.84433, -2.28995], [-0.61530, 2.66438, -3.98237], [0.45476, 1.46779, -3.23883], [3.90525, 0.27570, 2.90190], [4.23746, -0.89185, 1.61244], [3.91078, -1.46612, 3.25560], [0.76555, -1.94493, 1.24200], [1.95632, -2.83426, 2.23992], [2.43026, -2.20522, 0.65700], [1.93954, 3.48355, -1.37356], [1.88767, 3.62301, -0.17715], [1.40963, 2.61463, 0.48854]]}

---

Entry 2:
{"formula": "C31H40N2O3PSe4Ti", "method": "the ωB97M-V functional and the def2-TZVPD basis", "s_squared": 0.76, "e_above_lowest_kcal_mol": 3.6, "charge": 0, "lumo_energy_ha": [0.006, 0.006], "orbital_gap_ev": [6.7, 6.7], "energy_ev": -335709.527, "multiplicity": 2, "symbols": ["Ti", "C", "O", "C", "C", "O", "C", "C", "O", "C", "H", "H", "H", "H", "H", "H", "H", "H", "H", "H", "H", "H", "H", "H", "C", "C", "C", "C", "C", "C", "C", "P", "C", "C", "C", "C", "C", "C", "C", "C", "C", "C", "C", "C", "C", "C", "H", "H", "H", "H", "H", "H", "H", "H", "H", "H", "H", "H", "H", "H", "H", "H", "H", "H", "H", "H", "Se", "Se", "Se", "Se", "C", "N", "C", "C", "N", "C", "H", "H", "H", "H", "H", "H"], "coordinates": [[0.01598, -0.26331, -0.68416], [3.01882, 2.64616, 3.82467], [2.03952, 2.24967, 2.89597], [0.91396, 3.10112, 2.90632], [0.04168, 2.78732, 1.71459], [-0.28993, 1.40248, 1.70288], [-1.59557, 1.12907, 2.16528], [-1.65038, -0.34361, 2.43645], [-1.20046, -1.07344, 1.29590], [-0.98866, -2.42567, 1.68249], [3.39896, 3.64844, 3.59667], [3.83993, 1.93480, 3.75988], [2.62424, 2.64682, 4.84871], [1.22886, 4.15161, 2.84127], [0.35923, 2.97675, 3.84928], [0.55019, 3.01604, 0.78108], [-0.86867, 3.39263, 1.76624], [-2.32956, 1.42832, 1.41203], [-1.79878, 1.65640, 3.10564], [-2.66974, -0.65942, 2.68601], [-0.99016, -0.58470, 3.27796], [-1.92345, -2.86274, 2.04118], [-0.22729, -2.47520, 2.46855], [-0.64470, -2.97921, 0.81512], [-1.54962, -0.46846, -4.57557], [-2.90591, -1.04413, -4.29841], [-3.89139, -0.89565, -5.27130], [-5.14567, -1.46595, -5.14145], [-5.43310, -2.21818, -4.01601], [-4.47036, -2.37093, -3.03080], [-3.21217, -1.77602, -3.13770], [-1.90971, -2.07354, -1.85428], [-2.87914, -3.03143, -0.62400], [-3.84943, -2.22020, -0.02208], [-4.70137, -2.70051, 0.95426], [-4.58485, -4.02339, 1.36170], [-3.59707, -4.81778, 0.80833], [-2.71936, -4.34478, -0.17167], [-1.60716, -5.26868, -0.60180], [-0.79139, -3.14068, -2.79484], [-1.20083, -4.27353, -3.49793], [-0.27247, -5.07157, -4.13742], [1.07511, -4.72077, -4.08236], [1.47128, -3.55365, -3.45456], [0.54103, -2.70855, -2.83014], [0.94240, -1.36115, -2.31951], [-0.87806, -1.23750, -4.96825], [-1.10583, -0.03649, -3.68286], [-1.61776, 0.33152, -5.31247], [-3.65501, -0.31556, -6.15542], [-5.88826, -1.32896, -5.91703], [-6.40090, -2.68770, -3.89538], [-4.72121, -2.96452, -2.16348], [-3.93624, -1.18318, -0.33544], [-5.44703, -2.04829, 1.39035], [-5.24492, -4.42685, 2.11879], [-3.47784, -5.83777, 1.15562], [-1.41372, -5.99353, 0.18904], [-0.68099, -4.73295, -0.81137], [-1.85554, -5.82461, -1.50704], [-2.25434, -4.53050, -3.52657], [-0.58678, -5.95855, -4.67176], [1.81443, -5.34526, -4.56898], [2.51202, -3.25042, -3.48250], [0.76196, -0.62713, -3.11810], [2.02256, -1.32262, -2.15769], [-2.07344, 1.23320, -1.31300], [-1.09353, 3.30984, -1.82947], [0.86799, 2.53560, -2.80384], [1.89427, 1.47906, -0.98279], [3.60398, -4.07582, 1.41720], [2.83753, -2.84468, 1.35011], [2.84469, -1.81801, 2.26557], [1.98147, -0.87633, 1.79585], [1.44242, -1.32258, 0.61053], [1.98160, -2.49877, 0.37097], [4.30192, -4.00657, 2.24713], [4.16721, -4.21645, 0.49680], [2.94751, -4.92979, 1.57707], [3.46901, -1.84709, 3.14097], [1.72876, 0.09521, 2.19385], [1.78414, -3.11603, -0.49139]]}

---

Entry 3:
{"formula": "C31H41BInN9S7Sb", "method": "the ωB97M-V functional and the def2-TZVPD basis", "s_squared": 0.76, "e_above_lowest_kcal_mol": 25.3, "charge": 0, "lumo_energy_ha": [0.008, -0.061], "orbital_gap_ev": [7.1, 5.2], "energy_ev": -134465.900, "multiplicity": 2, "symbols": ["In", "C", "C", "C", "C", "N", "C", "C", "N", "B", "N", "C", "C", "N", "C", "S", "C", "C", "C", "C", "N", "C", "C", "N", "C", "S", "C", "C", "C", "C", "C", "S", "H", "H", "H", "H", "H", "H", "H", "H", "H", "H", "H", "H", "H", "H", "H", "H", "H", "H", "H", "H", "H", "H", "H", "H", "H", "H", "H", "H", "H", "H", "H", "H", "H", "H", "N", "C", "C", "C", "C", "C", "C", "N", "C", "C", "C", "S", "C", "N", "H", "H", "H", "H", "H", "H", "H", "S", "Sb", "S", "S"], "coordinates": [[1.27291, -1.26040, 0.58573], [-0.62095, -2.39058, 4.26924], [-1.07112, -1.14689, 5.03110], [0.03978, -0.60138, 5.92903], [-2.25786, -1.52744, 5.91491], [-1.50012, -0.08956, 4.06174], [-2.75234, 0.50184, 4.07033], [-2.75873, 1.43573, 3.10550], [-1.52663, 1.43451, 2.49692], [-1.28659, 2.45802, 1.35542], [0.22412, 2.75701, 1.15698], [0.80456, 3.70989, 1.95491], [2.08820, 3.82844, 1.58474], [2.30686, 2.94470, 0.54278], [1.15407, 2.24391, 0.32588], [0.83546, 0.95209, -0.79186], [3.65449, 2.97929, -0.11914], [3.76008, 2.08013, -1.33919], [3.89954, 4.42077, -0.57911], [4.69333, 2.55081, 0.91834], [-1.94312, 2.15042, -0.00166], [-1.94788, 3.17253, -0.93465], [-2.43445, 2.68627, -2.08083], [-2.75004, 1.34621, -1.86721], [-2.47597, 1.03151, -0.55745], [-2.72519, -0.42741, 0.24952], [-3.21069, 0.52597, -3.02489], [-2.18413, 0.69952, -4.15448], [-3.31726, -0.96707, -2.73157], [-4.58369, 1.04970, -3.45026], [-0.75338, 0.50144, 3.08888], [0.91886, 0.18446, 2.77162], [-0.37665, -3.18348, 4.97780], [0.25800, -2.20019, 3.65853], [-1.42677, -2.74332, 3.62070], [0.32165, -1.36593, 6.65454], [-0.30914, 0.28108, 6.47024], [0.91974, -0.33453, 5.34884], [-1.92528, -2.30936, 6.59610], [-3.08732, -1.92607, 5.32834], [-2.60946, -0.68858, 6.51744], [-3.53812, 0.20703, 4.73641], [-3.54794, 2.08949, 2.77872], [-1.76944, 3.49981, 1.73761], [0.24396, 4.23596, 2.70749], [2.85645, 4.47057, 1.97080], [2.96707, 2.26711, -2.06153], [3.74129, 1.03681, -1.04378], [4.72289, 2.28191, -1.81139], [3.12686, 4.72872, -1.28637], [4.86560, 4.47172, -1.08120], [3.91568, 5.13202, 0.24567], [4.45916, 1.55516, 1.29486], [4.74037, 3.24307, 1.76043], [5.67767, 2.51282, 0.44982], [-1.57513, 4.15497, -0.69843], [-2.58461, 3.17635, -3.02411], [-1.18109, 0.47745, -3.78450], [-2.18202, 1.70848, -4.56645], [-2.41701, 0.00991, -4.96661], [-2.37497, -1.36277, -2.35608], [-3.56336, -1.46500, -3.67260], [-4.09115, -1.18984, -2.00257], [-4.54404, 2.10291, -3.73345], [-5.29400, 0.93977, -2.62954], [-4.94875, 0.47924, -4.30599], [0.26695, -3.71454, -3.09634], [1.22187, -2.94490, -3.73109], [1.71086, -2.95475, -5.03193], [2.67285, -2.01426, -5.33688], [3.12906, -1.10131, -4.37450], [2.63308, -1.09565, -3.08694], [1.65013, -2.02728, -2.76672], [0.96212, -2.26742, -1.57357], [0.15933, -3.27693, -1.81877], [-0.76748, -3.86130, -0.86081], [-1.44958, -5.03264, -0.99941], [-2.44090, -5.28138, 0.36263], [-1.87775, -3.79471, 1.02226], [-1.01962, -3.17087, 0.29085], [-0.20455, -4.51188, -3.48344], [1.36462, -3.67168, -5.76551], [3.08640, -1.98214, -6.33645], [3.89893, -0.39019, -4.64536], [3.00481, -0.42055, -2.33813], [-1.41120, -5.75483, -1.79966], [-2.24627, -3.42822, 1.96999], [3.48760, -4.50407, -1.24783], [3.81099, -3.58459, 0.89409], [1.54115, -3.52401, 1.69258], [3.79436, -1.21763, 0.44992]]}

---

> Which value of charge does entry 1 give?

0

---

> Which formula does entry 3 have?

C31H41BInN9S7Sb

---

> Number 3 is which compound?

C31H41BInN9S7Sb